(1)
Entry from the Open Molecules 2025 dataset: a molecular structure, C18H27IrN4 (wB97M-V/def2-TZVPD).

Each line ends with the Löwdin charge.
CARTESIAN COORDINATES (ANGSTROEM)
1 Ir -0.110 0.104 0.194  1.4296
2 C -1.610 -2.561 -0.119  -0.0490
3 N -0.699 -1.663 -0.859  -0.3824
4 C -1.388 -1.133 -2.070  -0.0480
5 C 0.546 -2.390 -1.225  -0.1673
6 C 1.592 -1.415 -1.662  -0.1681
7 N 1.800 -0.392 -0.601  -0.3888
8 C 2.499 0.788 -1.158  -0.0385
9 C 2.575 -0.954 0.539  -0.0461
10 H -1.901 -3.394 -0.764  0.1218
11 H -2.506 -2.016 0.171  0.1024
12 H -1.117 -2.956 0.766  0.0941
13 H -1.601 -1.952 -2.762  0.1206
14 H -0.771 -0.397 -2.583  0.0843
15 H -2.324 -0.666 -1.774  0.1027
16 H 0.355 -3.109 -2.027  0.1546
17 H 0.875 -2.959 -0.356  0.1281
18 H 1.298 -0.901 -2.576  0.1257
19 H 2.523 -1.946 -1.877  0.1543
20 H 3.488 0.493 -1.517  0.1197
21 H 2.618 1.544 -0.385  0.1038
22 H 1.931 1.205 -1.987  0.0995
23 H 3.528 -1.348 0.177  0.1212
24 H 2.029 -1.761 1.025  0.0841
25 H 2.772 -0.167 1.264  0.1034
26 C 0.115 -0.163 3.270  -0.1414
27 N -0.361 0.609 2.115  -0.1563
28 C -1.062 1.713 2.293  -0.0260
29 C -1.480 2.380 1.174  -0.3321
30 C -2.178 3.564 0.927  0.0682
31 C -2.238 3.708 -0.464  -0.0198
32 C -1.582 2.619 -1.012  -0.0692
33 N -1.123 1.807 -0.022  -0.1375
34 C -1.012 -0.803 4.046  -0.2375
35 C -1.951 -1.598 3.397  -0.0528
36 C -2.944 -2.242 4.116  -0.0568
37 C -3.013 -2.081 5.495  -0.0536
38 C -2.086 -1.283 6.144  -0.0480
39 C -1.093 -0.634 5.420  -0.0295
40 H 0.683 0.499 3.925  0.1343
41 H 0.805 -0.927 2.902  0.1081
42 H -1.288 2.080 3.291  0.1707
43 H -2.585 4.229 1.674  0.1376
44 H -2.695 4.504 -1.027  0.1236
45 H -1.433 2.401 -2.059  0.1259
46 H -1.898 -1.714 2.321  0.0616
47 H -3.666 -2.868 3.608  0.1125
48 H -3.800 -2.564 6.058  0.1178
49 H -2.131 -1.165 7.218  0.1186
50 H -0.372 -0.012 5.938  0.1199

Calculated values
- charge = +2
- Kohn-Sham gap (eV) = 6.008
- LUMO level (eV) = -8.4060

(2)
Entry from the Open Molecules 2025 dataset: C18H27N3O5 in the gas phase (wB97M-V/def2-TZVPD).

Each line ends with the Löwdin charge.
CARTESIAN COORDINATES (ANGSTROEM)
1 C 0.409 6.099 -3.003  -0.0633
2 C 0.931 6.003 -1.576  -0.2263
3 O 1.333 4.676 -1.250  -0.0185
4 C 0.334 3.834 -0.877  -0.5402
5 O -0.819 4.178 -0.743  0.0856
6 N 0.774 2.569 -0.710  -0.0317
7 C 2.167 2.188 -0.670  -0.1103
8 C 2.592 2.037 0.801  -0.1433
9 N 1.759 1.116 1.540  -0.1750
10 C 2.247 -0.208 1.778  -0.1867
11 C 2.474 -1.155 0.567  -0.0720
12 C 1.187 -1.600 -0.093  -0.4689
13 O 0.868 -1.250 -1.213  0.0501
14 N 0.440 -2.404 0.707  0.1541
15 C -0.820 -2.965 0.480  -0.1357
16 C -1.533 -2.772 -0.693  0.0593
17 C -2.783 -3.362 -0.854  -0.2741
18 O -3.556 -3.233 -1.966  -0.0829
19 C -3.072 -2.443 -3.028  -0.0829
20 C -3.305 -4.143 0.172  -0.0062
21 C -2.597 -4.334 1.345  -0.0187
22 C -1.354 -3.751 1.516  -0.2133
23 O -0.565 -3.870 2.643  -0.1079
24 C -1.050 -4.652 3.706  -0.0854
25 C 0.344 1.356 1.361  -0.1327
26 C -0.087 1.578 -0.100  -0.1050
27 H -0.491 5.498 -3.104  0.0745
28 H 1.158 5.737 -3.704  0.0758
29 H 0.172 7.133 -3.236  0.0753
30 H 0.157 6.324 -0.872  0.1197
31 H 1.830 6.609 -1.444  0.1210
32 H 2.769 2.947 -1.167  0.1236
33 H 2.261 1.238 -1.204  0.1181
34 H 3.632 1.713 0.866  0.1227
35 H 2.506 3.023 1.276  0.1282
36 H 3.215 -0.103 2.282  0.1192
37 H 1.560 -0.686 2.483  0.1155
38 H 3.091 -0.655 -0.180  0.1115
39 H 3.012 -2.033 0.929  0.1208
40 H 0.815 -2.652 1.613  0.1360
41 H -1.090 -2.165 -1.462  0.0938
42 H -2.137 -2.843 -3.432  0.0978
43 H -3.843 -2.482 -3.796  0.0924
44 H -2.919 -1.405 -2.719  0.0974
45 H -4.273 -4.598 0.037  0.1172
46 H -3.032 -4.944 2.120  0.1055
47 H -1.985 -4.248 4.107  0.0974
48 H -1.203 -5.692 3.401  0.0975
49 H -0.281 -4.612 4.476  0.0938
50 H -0.222 0.528 1.790  0.1216
51 H 0.097 2.270 1.920  0.1273
52 H -1.113 1.947 -0.134  0.1259
53 H -0.008 0.659 -0.685  0.1025

Calculated values
- relative energy (zero: lowest compared OMol25 entry of this formula, charge and spin) (eV) = 2.731
- structure (SMILES) = CCOC(=O)N1CCN(CCC(=O)Nc2cc(OC)ccc2OC)CC1
- charge = 0
- Kohn-Sham gap (eV) = 8.408
- LUMO level (eV) = 0.5958

(3)
Entry from the Open Molecules 2025 dataset: C18H27N3O6S in the gas phase (wB97M-V/def2-TZVPD).

Each line ends with the Löwdin charge.
CARTESIAN COORDINATES (ANGSTROEM)
1 C 0.738 0.002 6.696  -0.0365
2 O 0.918 -0.169 5.296  -0.0421
3 C 2.177 -0.139 4.856  -0.4816
4 O 3.138 -0.013 5.566  0.1216
5 C 2.248 -0.266 3.342  -0.0409
6 N 1.073 -0.867 2.761  -0.0901
7 C 0.899 -2.280 2.991  -0.0264
8 C 0.211 -0.073 2.082  -0.4130
9 O 0.478 1.093 1.832  0.0559
10 C -1.071 -0.684 1.627  -0.1431
11 C -1.978 -1.210 2.536  -0.0458
12 C -3.191 -1.693 2.073  -0.0643
13 C -3.489 -1.658 0.727  0.0037
14 C -2.587 -1.115 -0.196  -0.2337
15 O -3.025 -1.151 -1.482  -0.0049
16 C -2.310 -0.621 -2.588  -0.3010
17 C -2.110 0.898 -2.530  -0.0986
18 C -1.470 1.369 -3.839  -0.1768
19 N -0.256 0.651 -4.144  -0.2345
20 S 1.165 1.270 -3.561  0.6401
21 O 1.150 2.665 -3.866  -0.2647
22 O 2.207 0.445 -4.089  -0.2703
23 N 1.099 1.061 -1.872  -0.3206
24 C 0.998 2.312 -1.142  -0.1014
25 C 2.148 0.205 -1.358  -0.1042
26 C -0.397 -0.784 -4.180  -0.1784
27 C -0.988 -1.339 -2.881  -0.0997
28 C -1.377 -0.616 0.272  0.0574
29 H 1.233 -0.803 7.242  0.0994
30 H 1.161 0.955 7.017  0.0997
31 H -0.334 -0.018 6.870  0.0935
32 H 3.153 -0.823 3.080  0.1425
33 H 2.327 0.749 2.933  0.1409
34 H 0.134 -2.676 2.329  0.0931
35 H 0.612 -2.480 4.026  0.0952
36 H 1.843 -2.792 2.789  0.0978
37 H -1.745 -1.222 3.590  0.1166
38 H -3.910 -2.100 2.768  0.1070
39 H -4.427 -2.037 0.354  0.1191
40 H -2.997 -0.837 -3.420  0.1598
41 H -3.077 1.385 -2.394  0.1311
42 H -1.469 1.171 -1.696  0.0897
43 H -2.167 1.220 -4.671  0.1326
44 H -1.202 2.424 -3.791  0.1155
45 H 0.228 2.922 -1.605  0.0810
46 H 1.940 2.870 -1.166  0.0972
47 H 0.733 2.096 -0.106  0.0674
48 H 1.910 -0.057 -0.326  0.0795
49 H 2.196 -0.691 -1.971  0.0809
50 H 3.126 0.696 -1.384  0.0979
51 H -1.046 -1.038 -5.026  0.1327
52 H 0.597 -1.188 -4.365  0.1150
53 H -1.170 -2.410 -2.981  0.1299
54 H -0.275 -1.184 -2.075  0.0900
55 H -0.649 -0.164 -0.379  0.0890

Calculated values
- relative energy (zero: lowest compared OMol25 entry of this formula, charge and spin) (eV) = 1.509
- structure (SMILES) = COC(=O)CN(C)C(=O)c1cccc(OC2CCN(S(=O)(=O)N(C)C)CC2)c1
- charge = 0
- Kohn-Sham gap (eV) = 9.354
- LUMO level (eV) = 0.5203

(4)
Entry from the Open Molecules 2025 dataset: 6 unconnected molecules or ions with the total composition C18H27N5OS (wB97M-V/def2-TZVPD).

Each line ends with the Löwdin charge.
CARTESIAN COORDINATES (ANGSTROEM)
1 C -1.462 0.735 -1.795  -0.2431
2 S -0.980 0.853 -0.051  0.8659
3 O -1.555 -0.371 0.592  -0.5709
4 C 0.786 0.547 -0.239  -0.2626
5 H -1.055 -0.166 -2.251  0.0456
6 H -1.317 1.634 -2.389  0.0299
7 H -2.543 0.584 -1.722  0.0569
8 H 1.254 1.209 -0.962  0.0597
9 H 0.933 -0.485 -0.561  0.0331
10 H 1.159 0.592 0.783  0.0133
11 C -0.842 -2.978 -1.285  -0.0790
12 C -1.698 -3.351 -2.401  -0.2854
13 N -2.377 -3.629 -3.284  0.1227
14 H -0.541 -3.884 -0.752  0.0876
15 H -1.327 -2.368 -0.523  0.0542
16 H 0.053 -2.490 -1.666  0.0725
17 C 6.213 -1.537 -1.034  -0.0655
18 C 4.876 -1.043 -0.725  -0.2670
19 N 3.839 -0.661 -0.415  0.1504
20 H 6.201 -2.623 -1.045  0.0834
21 H 6.875 -1.149 -0.258  0.0862
22 H 6.588 -1.150 -1.978  0.0816
23 N -0.105 -0.112 4.418  0.0249
24 C 0.821 -1.106 4.558  -0.1316
25 C 1.970 -0.704 3.925  -0.1106
26 C 1.704 0.571 3.354  -0.1380
27 C 0.423 0.921 3.711  -0.1472
28 H -1.055 -0.169 4.759  0.0963
29 H 0.607 -1.934 5.212  0.1066
30 H 2.920 -1.208 3.867  0.0852
31 H 2.404 1.191 2.817  0.0889
32 H -0.135 1.823 3.524  0.1077
33 N -2.873 -1.076 2.831  0.0282
34 C -2.900 -2.197 3.620  -0.1301
35 C -3.194 -1.813 4.905  -0.1219
36 C -3.326 -0.405 4.898  -0.1413
37 C -3.096 0.019 3.608  -0.1659
38 H -2.468 -1.042 1.905  0.0698
39 H -2.600 -3.160 3.243  0.1061
40 H -3.176 -2.477 5.754  0.0885
41 H -3.582 0.290 5.682  0.0930
42 H -2.981 1.022 3.233  0.1120
43 N 0.706 2.834 -5.953  -0.0012
44 C -0.123 2.325 -4.992  -0.1506
45 C -1.166 3.197 -4.826  -0.1216
46 C -0.938 4.288 -5.694  -0.1113
47 C 0.233 4.044 -6.380  -0.1329
48 H 1.550 2.376 -6.242  0.1438
49 H 0.144 1.389 -4.530  0.1002
50 H -2.071 3.057 -4.258  0.0879
51 H -1.529 5.173 -5.864  0.0909
52 H 0.760 4.615 -7.124  0.1048

Calculated values
- relative energy (zero: lowest compared OMol25 entry of this formula, charge and spin) (eV) = 4.233
- charge = 0
- Kohn-Sham gap (eV) = 8.215
- LUMO level (eV) = 0.3043